Entry 1:
ORCA calculation (ωB97M-V/def2-TZVPD) on a 5-piece molecular cluster, C10H30O10 overall in a non-equilibrium geometry.

Cartesian coordinates (Å):
O 0.72941 -3.32894 2.03938
C -0.46348 -4.00480 2.40421
C -0.77843 -3.74167 3.88915
O -0.30841 -4.81091 4.70735
H 1.36575 -3.92486 1.64385
H -1.35217 -3.75287 1.81181
H -0.30768 -5.07150 2.22662
H -1.84976 -3.66830 4.06274
H -0.23720 -2.86878 4.26637
H 0.64954 -4.86401 4.72487
O -3.03209 5.63218 -3.06452
C -1.64144 5.44400 -2.80150
C -1.40200 4.15879 -2.06188
O -2.11576 3.09249 -2.66989
H -3.13703 6.29174 -3.75326
H -1.18109 5.24254 -3.78343
H -1.17563 6.35706 -2.43077
H -1.72332 4.22837 -1.01224
H -0.32444 3.97362 -1.99787
H -2.62923 3.51983 -3.37127
O -0.02641 -0.73028 0.87419
C -0.58657 -1.16855 -0.34431
C -1.30862 -0.13106 -1.18290
O -0.55628 0.42612 -2.25422
H -0.01214 -1.49138 1.46706
H 0.21153 -1.70799 -0.88465
H -1.19469 -2.08448 -0.28613
H -1.84099 0.61127 -0.57856
H -2.20167 -0.61076 -1.61290
H -0.89988 1.32986 -2.30518
O 1.87263 0.43492 -3.72280
C 1.80186 -0.72221 -4.51958
C 0.62982 -0.92858 -5.46311
O -0.66050 -1.03091 -4.84805
H 0.98755 0.54623 -3.33456
H 2.72159 -0.79922 -5.09607
H 1.61197 -1.63943 -3.93107
H 0.81729 -1.85411 -6.01014
H 0.52495 -0.16746 -6.24779
H -0.63897 -0.54881 -4.00830
O 1.79570 -0.74895 3.75231
C 1.37568 0.33443 4.54822
C 2.26621 0.47261 5.77570
O 2.82392 1.79285 5.88251
H 1.26463 -0.81181 2.95406
H 1.35303 1.27182 3.97866
H 0.32023 0.22328 4.84297
H 3.11910 -0.20658 5.69123
H 1.73068 0.25803 6.69923
H 3.61280 1.77719 5.33443

Atoms 1-3, force components in eV/Å:
O -0.20 0.69 -0.15
C -0.32 -0.50 0.61
C 1.20 -0.73 0.08

Calculated values
**SMILES string**: OCCO.OCCO.OCCO.OCCO.OCCO
**ΔE to the lowest compared entry with this formula, charge and spin**: 154.99 kJ/mol
**E_HOMO**: -9.6 eV
**Energy**: -31327.7006 eV
**LUMO**: 0.0166 hartree


Entry 2:
ORCA calculation (ωB97M-V/def2-TZVPD) on a 9-piece molecular cluster, C26H70O10 overall in a non-equilibrium geometry.

Cartesian coordinates (Å):
C 2.11078 -3.86404 2.73566
C 0.96118 -3.79077 3.72074
C -0.49030 -4.39321 3.39246
O 1.31418 -4.49979 4.91718
H 2.00550 -4.83132 2.36243
H 2.97061 -3.82211 3.07098
H 1.90909 -3.06854 2.10102
H 0.73386 -2.63519 4.04213
H -0.63146 -5.48992 2.92612
H -0.90264 -3.77820 2.47328
H -1.14290 -4.35203 4.20625
H 0.96085 -4.05114 5.82966
C 1.52707 -3.71565 -2.93190
C 0.98466 -4.78887 -3.85218
C -0.37713 -4.66623 -4.32239
O 1.81544 -4.58703 -5.02186
H 1.05822 -2.65237 -3.22523
H 2.62128 -3.65387 -3.12208
H 1.03501 -3.82033 -1.85675
H 1.24436 -5.71106 -3.43382
H -1.03812 -4.59046 -3.48816
H -0.57181 -5.34926 -5.12285
H -0.34748 -3.67939 -4.79707
H 2.70942 -4.78851 -4.90777
C 0.08989 0.59860 4.57038
C -1.27824 0.26099 5.19204
C -1.79572 -0.91922 4.46662
O -1.04716 -0.13639 6.54705
H -0.02370 1.02062 3.61622
H 0.64304 -0.33643 4.60270
H 0.53214 1.35853 5.15371
H -1.92196 1.11351 4.92917
H -1.46532 -1.69209 5.11317
H -1.70929 -0.94341 3.30174
H -2.77693 -1.09006 4.65857
H -0.92673 0.66997 7.24516
C -0.27125 4.73897 -0.45272
C 0.61777 4.94351 -1.68654
C 2.23255 4.71740 -1.40082
O 0.09793 4.17351 -2.66515
H -1.33138 4.82654 -0.60307
H -0.26315 5.37489 0.47675
H 0.11215 3.92685 0.09043
H 0.55654 6.02021 -1.77343
H 2.57831 5.46686 -0.47169
H 2.71897 4.98481 -2.38408
H 2.41991 3.82200 -1.03036
H -0.57563 4.67422 -3.38333
C -0.76843 0.43466 0.03735
C -0.31013 -0.94304 -0.44669
C -1.08073 -1.92585 0.09963
O -0.36143 -0.85878 -1.78822
H -1.85096 0.67935 -0.11777
H -0.18644 1.08738 -0.64483
H -0.52078 0.66609 0.99246
H 0.56580 -1.06442 -0.14655
H -0.55785 -2.94006 -0.19270
H -2.13195 -2.01743 -0.16998
H -1.00849 -1.77975 1.11581
H 0.21428 -0.19992 -2.14627
C -4.16091 0.14314 1.97996
C -5.49361 0.25234 1.27140
C -5.32360 0.87109 -0.13484
O -5.81578 -1.07387 1.23678
H -4.25055 -0.45938 2.84316
H -3.81643 1.37581 2.00829
H -3.40972 -0.22390 1.41673
H -6.24843 0.86133 1.72869
H -4.81949 0.18335 -0.65916
H -4.82702 1.74117 -0.08480
H -6.19559 1.20153 -0.62369
H -6.21892 -1.31449 0.35304
C 3.02193 4.86357 3.54724
C 2.73469 3.22522 3.30259
C 1.71016 3.08896 2.18001
O 3.98865 2.75916 2.90995
H 3.16438 5.42638 2.57931
H 3.94184 4.98724 4.23498
H 2.19125 5.29084 3.96247
H 2.59228 2.80205 4.34298
H 2.21156 3.46905 1.27612
H 0.81511 3.78252 2.48804
H 1.46503 1.95631 2.02325
H 4.34365 2.20867 3.63027
C 3.31667 0.87430 -1.74283
C 2.63682 1.32891 -3.04584
C 2.96822 0.42342 -4.13383
O 1.19039 1.44059 -2.94322
H 2.95663 1.56225 -0.99075
H 4.45255 0.82094 -1.66170
H 2.87369 -0.18345 -1.25946
H 3.10757 2.36931 -3.37282
H 2.36705 0.75622 -5.01798
H 2.82594 -0.59348 -4.09059
H 3.92582 0.31232 -4.48886
H 0.88565 2.34264 -2.77052
O -0.82576 -1.02443 -6.47962
C -0.98705 -0.45218 -5.26266
C -2.31044 -0.85837 -4.63883
O -2.59930 -0.26226 -3.35695
H 0.07237 -1.22737 -6.38982
H -0.18230 -0.68665 -4.65056
H -0.80999 0.68971 -5.19903
H -2.29650 -1.98694 -4.47124
H -2.98595 -0.56540 -5.43168
H -1.85785 -0.63149 -2.81461

Atoms 1-3, force components in eV/Å:
C -8.96 -0.91 -1.36
C -2.54 1.55 3.09
C 1.15 -0.13 -5.54

Calculated values
**SMILES string**: CC(C)O.CC(C)O.CC(C)O.CC(C)O.CC(C)O.CC(C)O.CC(C)O.CC(C)O.OCCO
**ΔE to the lowest compared entry with this formula, charge and spin**: 1167.45 kJ/mol
**E_HOMO**: -9.4 eV
**Energy**: -48559.0196 eV
**LUMO**: 0.0091 hartree